{
  "formula": "C4H7NO2",
  "method": "wB97M-V/def2-TZVPD",
  "gap_ev": [9.50, 9.50],
  "homo_energy_ev": [-9.7, -9.8],
  "elements": ["O", "O", "N", "C", "C", "C", "C", "H", "H", "H", "H", "H", "H", "H"],
  "coordinates": [[-0.627760, -1.264280, -0.462003], [0.516695, 0.782924, 0.995815], [2.438279, 0.650440, -0.422659], [1.311139, 0.327248, 0.163364], [1.379783, -1.055072, -0.317710], [-1.228125, -0.524538, 0.329806], [-1.987554, 0.690244, -0.111250], [-1.362892, -0.835760, 1.376761], [1.632271, -1.839386, 0.396609], [-1.517614, 1.120988, -0.999032], [1.507831, -1.277315, -1.366249], [-1.994366, 1.426572, 0.695305], [2.954368, 1.379748, 0.074070], [-3.022059, 0.418184, -0.352824]],
  "atomic_forces_ev_per_a": [[-0.2, 0.2, 0.2], [0.2, -0.1, -0.3], [-0.1, 0.1, 0.2], [0.0, 0.0, 0.0], [0.0, -0.1, -0.1], [-0.1, -0.1, -0.1], [0.0, 0.0, 0.0], [0.1, 0.1, -0.1], [-0.1, 0.2, -0.1], [-0.1, -0.1, 0.1], [0.0, 0.1, 0.1], [0.0, -0.1, -0.1], [0.1, -0.2, 0.0], [0.1, 0.0, 0.0]],
  "mulliken_charge": [-0.57, -0.63, -0.62, 0.60, -0.08, 0.32, -0.94, 0.32, 0.23, 0.26, 0.21, 0.30, 0.26, 0.34]
}



{
  "formula": "C37H39BCl30FN7O4S",
  "method": "wB97M-V/def2-TZVPD",
  "gap_ev": 7.58,
  "smiles": "CC(C)=Nc1c(C(=O)NC(=O)F)c(B(O)N(C)C)c2ncc(Cc3ccccc3C)nc2c1CCSc1nnco1.ClC(Cl)Cl.ClC(Cl)Cl.ClC(Cl)Cl.ClC(Cl)Cl.ClC(Cl)Cl.ClC(Cl)Cl.ClC(Cl)Cl.ClC(Cl)Cl.ClC(Cl)Cl.ClC(Cl)Cl",
  "homo_energy_ev": -8.6,
  "elements": ["Cl", "Cl", "Cl", "Cl", "Cl", "Cl", "Cl", "Cl", "Cl", "Cl", "Cl", "Cl", "Cl", "Cl", "Cl", "Cl", "Cl", "Cl", "Cl", "Cl", "Cl", "Cl", "Cl", "Cl", "Cl", "Cl", "Cl", "Cl", "Cl", "Cl", "S", "F", "O", "O", "O", "O", "N", "N", "N", "N", "N", "N", "N", "C", "C", "C", "C", "C", "C", "C", "C", "C", "C", "C", "C", "C", "C", "C", "C", "C", "C", "C", "C", "C", "C", "C", "C", "C", "C", "C", "C", "C", "C", "C", "C", "C", "C", "C", "C", "C", "B", "H", "H", "H", "H", "H", "H", "H", "H", "H", "H", "H", "H", "H", "H", "H", "H", "H", "H", "H", "H", "H", "H", "H", "H", "H", "H", "H", "H", "H", "H", "H", "H", "H", "H", "H", "H", "H", "H", "H"],
  "coordinates": [[-7.280608, -7.537905, 1.746728], [1.841564, -3.846883, -6.154060], [4.336977, 5.150505, -1.477195], [-4.350639, -6.196630, -4.103185], [-2.479851, -0.033229, 4.860888], [-4.031027, 6.712212, 6.231458], [-3.372786, -3.736951, -2.883209], [-2.741740, -4.346260, -5.669506], [-1.928007, 4.756091, 5.784096], [1.812921, -4.654974, -0.673539], [0.898081, 6.332178, -5.665820], [-0.588062, -1.786735, 6.206742], [6.595570, 5.991077, 0.149768], [10.895695, -2.039684, 1.157098], [3.892716, 6.729088, 0.923506], [-8.770711, -6.107722, -0.301424], [8.225470, -1.335323, 2.059288], [-0.426889, -3.132453, -7.818728], [2.548016, 3.975302, -5.247865], [-5.293888, 1.135791, -4.371980], [-3.358772, -2.603220, 5.888981], [1.099291, -4.806389, -3.490738], [0.387061, 4.578323, -3.404324], [-6.090096, -5.226136, 0.433738], [-0.364578, -2.264111, -5.050620], [-4.295881, -1.462458, -5.214027], [-3.327632, 5.879468, 3.531772], [8.578452, -2.878689, -0.384120], [3.870006, -4.445176, -2.716271], [-7.137710, -1.080226, -4.744579], [-1.825047, 3.870598, 0.293263], [4.120198, -1.582751, 1.742699], [4.241121, -1.205095, -1.759623], [-4.217840, 2.619465, 1.067454], [4.754702, -0.943199, 3.733436], [4.454235, 2.696495, 2.002031], [-1.059782, 0.241116, -0.494051], [-4.566884, 4.651074, 0.174999], [1.800177, 2.324143, 3.046399], [-5.752300, 4.078500, 0.497994], [1.445408, -0.535012, -2.013143], [5.300293, 0.555437, 2.099838], [5.452361, 0.769969, -0.866546], [2.192197, -4.080786, -2.302304], [-5.141394, -0.329619, -0.854373], [5.562352, 1.775223, -1.945614], [-0.917263, 1.724439, 1.960758], [-3.023789, -1.865707, -1.163124], [-4.325325, -1.623835, -0.486567], [-2.725335, 6.200247, 5.157092], [9.207556, -2.554630, 1.236627], [0.189039, -0.819857, -2.443691], [-4.873558, -2.536314, 0.533488], [4.900136, 5.490636, 0.166276], [-2.267816, -1.237040, 6.138767], [4.719915, -0.672471, 2.569449], [1.825905, 0.110458, 4.322000], [-1.022607, -0.441410, -1.665030], [-2.432678, -0.871702, -2.247255], [-4.145265, -3.763388, 0.976382], [-2.295480, -3.140041, -0.719520], [-2.848579, -4.020613, 0.325965], [1.476715, 1.612914, 4.082010], [1.472632, 0.126322, -0.792579], [1.623762, 5.260433, -4.462486], [2.921332, 1.150384, 1.051010], [4.280819, 1.524591, 1.751896], [-5.585024, 2.846430, 1.037823], [0.389633, 1.262031, 1.211036], [-3.951367, -4.496198, -4.382849], [1.671260, 1.591160, 1.810219], [-3.622707, 3.731797, 0.508723], [6.577764, -0.194473, -0.905026], [2.834173, 0.444587, -0.215323], [0.238002, 0.504980, -0.090925], [0.632799, 2.321577, 5.215612], [0.098878, -3.547145, -6.184308], [-5.643839, -0.321976, -5.308671], [-1.062716, 3.321580, 1.890565], [-7.596347, -5.958853, 1.014339], [4.182129, -0.008718, -0.974264], [-2.293377, -1.478492, -3.186899], [-1.844748, 1.248601, 1.554351], [6.348400, 2.523589, -1.614124], [9.158355, -3.474355, 1.810942], [-4.374950, 0.498987, -0.930075], [-1.726194, 3.610789, 2.756995], [4.264872, -0.945913, -2.702494], [-5.776524, -0.035824, -6.347374], [-2.513675, -0.773302, 7.088958], [-0.886960, 1.474388, 3.058513], [2.784204, 0.054279, 4.901894], [-4.852684, -3.982295, -4.702189], [-2.271898, -4.916000, 0.652456], [-8.018966, -5.309723, 1.774910], [6.775437, -0.525762, -1.971663], [-5.681743, -0.421765, -1.836210], [5.925545, 1.357609, -2.929885], [0.095853, -1.364121, -3.428866], [4.623425, 2.376146, -2.089892], [-6.379200, 2.151898, 1.394329], [-0.405959, -4.461391, -5.884827], [2.059390, -3.002256, -2.323233], [5.815190, 0.970269, 2.889674], [-1.300585, -3.386117, -1.166969], [-5.862288, -2.322976, 1.007708], [-4.521814, -4.440090, 1.760297], [-0.053450, 3.803925, 2.038593], [2.305897, 5.844617, -3.852038], [1.145884, 2.206319, 6.213059], [1.009468, -0.318850, 4.981397], [0.510910, 3.415103, 4.998297], [7.533697, 0.222215, -0.468849], [-0.374762, 1.830466, 5.177900], [4.817934, 4.578680, 0.751104], [6.371437, -1.136982, -0.325730], [-3.112022, -0.002559, -2.414319], [-1.996112, 7.002349, 5.099592], [1.842489, -0.508585, 3.390400], [-5.841664, -0.036819, -0.024690]],
  "atomic_forces_ev_per_a": [[0.0, 0.1, 0.0], [0.0, 0.5, -0.8], [0.0, 0.0, 0.0], [0.0, 0.1, 0.0], [0.0, 0.0, 0.0], [0.1, 0.0, -0.1], [-0.8, -1.3, -1.6], [-0.7, -0.2, 0.0], [0.1, 0.0, 0.1], [0.0, 0.1, -0.1], [0.1, 0.0, 0.1], [-0.2, -0.1, 0.1], [-0.1, -0.1, 0.0], [-0.1, 0.0, 0.0], [0.0, -0.1, 0.0], [0.0, 0.0, 0.1], [0.1, -0.1, 0.1], [0.0, -0.1, 0.1], [0.0, 0.0, 0.0], [0.0, 0.0, -0.1], [0.1, 0.1, 0.0], [-0.2, -0.5, 1.1], [0.0, 0.0, 0.0], [-1.8, -1.1, -0.3], [0.0, -0.5, -1.3], [-0.1, 0.3, -0.2], [-0.1, 0.1, -0.1], [0.1, -0.1, 0.1], [-0.1, 0.0, 0.0], [0.1, 0.0, 0.0], [-0.9, 0.1, 0.4], [1.0, 1.9, -0.1], [-0.8, 1.4, 0.4], [-0.2, -0.2, -0.2], [0.2, -0.2, -0.6], [0.4, -0.9, 0.1], [2.9, -1.4, -2.5], [2.3, -2.6, 0.9], [-2.4, -1.8, -0.5], [-1.3, -2.5, 1.1], [-2.8, 0.3, 0.7], [-2.5, -0.6, -0.2], [-1.0, -1.2, -0.6], [0.1, 0.0, 0.0], [1.1, -0.2, 0.4], [0.9, 1.4, 0.5], [0.5, 0.7, 0.0], [-0.9, -1.9, 2.7], [0.5, -0.9, 0.3], [-0.1, 0.0, -0.1], [0.0, 0.0, -0.1], [0.4, 0.9, 1.5], [2.3, -0.9, -0.5], [0.0, 0.0, 0.1], [0.0, -0.1, 0.0], [0.2, -0.6, 1.8], [-1.5, 0.3, 0.3], [-0.9, 0.1, -0.8], [1.0, -1.3, 1.5], [2.4, 3.2, -2.3], [-1.8, 1.8, 1.5], [-1.0, 1.7, -0.4], [-0.1, 0.7, 0.8], [0.5, 0.3, 0.6], [-0.1, 0.0, 0.0], [-1.3, -1.0, -0.9], [-0.7, 0.9, -1.5], [1.6, 3.9, -1.7], [0.6, 0.1, 0.7], [0.0, -0.3, 0.2], [1.3, -1.5, -2.7], [-1.5, 0.8, 0.5], [0.8, -0.1, -0.3], [-1.0, 0.9, 1.5], [1.4, 1.3, 2.1], [1.5, -0.1, -0.3], [0.4, 0.0, -0.3], [0.0, 0.0, 0.1], [-0.6, -1.3, 1.0], [0.0, -0.2, -0.3], [0.4, -0.6, -0.6], [-0.1, 1.0, 0.9], [1.0, 0.3, 0.2], [-0.8, -0.7, -0.6], [0.0, 0.1, 0.0], [-1.1, -0.7, 0.0], [0.7, 0.0, -1.0], [0.2, -0.4, 0.6], [0.0, 0.0, 0.1], [0.0, 0.0, -0.1], [0.2, 0.1, -1.2], [-0.7, 0.1, -0.7], [0.1, -0.1, 0.0], [-0.4, 0.9, -0.5], [0.1, -0.1, -0.1], [0.0, 0.3, 1.1], [0.5, 0.1, 1.0], [-0.5, 0.1, 0.7], [0.3, 1.2, 2.2], [0.7, -0.8, 0.2], [1.3, 0.6, -0.3], [0.2, 0.2, 0.0], [0.1, -0.1, 0.0], [-0.1, -0.4, -0.4], [-1.0, 0.3, 0.5], [1.0, 0.0, -0.6], [0.8, 1.0, -0.4], [-1.2, -0.3, -0.5], [-0.1, -0.1, -0.1], [-0.9, -0.1, -0.8], [1.1, 0.5, -0.8], [0.2, -1.1, 0.0], [-1.1, -0.1, -0.5], [0.9, 0.3, 0.3], [0.0, 0.1, -0.1], [-0.1, 1.0, -0.5], [0.7, -0.8, 0.1], [-0.1, -0.1, 0.0], [0.3, 0.7, 0.7], [0.5, -0.5, -0.9]],
  "mulliken_charge": [-0.14, -0.10, -0.09, -0.15, -0.03, -0.12, 0.19, -0.08, -0.11, -0.13, -0.13, -0.16, -0.14, -0.13, -0.14, -0.13, -0.08, -0.10, -0.13, -0.10, -0.12, -0.09, -0.03, -0.01, 0.14, -0.02, -0.08, -0.09, -0.14, -0.12, -0.12, -0.17, -0.16, 0.09, -0.51, -0.72, -0.05, -0.31, -0.44, -0.49, -0.42, 0.25, 0.20, 1.08, -0.83, -0.87, -0.10, -0.25, 1.07, -0.03, -0.04, -0.12, -0.68, 0.86, -0.04, 0.43, -0.10, 0.31, 1.13, -1.05, -0.35, -0.58, 0.65, -0.99, 0.12, 0.51, -0.71, -0.05, 0.79, -0.26, 0.23, 0.32, -0.91, 0.81, 0.46, -0.78, -0.28, -0.20, -0.51, 0.03, 0.28, -0.70, 0.80, 0.31, 0.35, 0.03, 0.10, 0.18, 0.41, 0.32, -1.18, 0.30, 0.34, 0.40, 0.26, 0.33, 0.03, 0.28, -0.65, 0.18, 0.35, 0.40, -0.80, 0.45, 0.54, 0.31, 0.76, 0.57, 0.17, 0.39, -0.52, 0.29, 0.28, 0.06, -0.47, 0.14, 0.16, 0.32, 0.27, 0.26]
}